(1)
{"formula": "C3H12N2O2", "method": "the ωB97M-V functional and the def2-TZVPD basis", "e_homo_ha": -0.3547, "smiles": "NCCNCO.O", "lumo_energy_ha": 0.0281, "homo_lumo_gap_ev": 10.42, "energy_ha": -381.4122, "de_lowest_ev": 2.794, "species": ["N", "C", "C", "N", "C", "O", "H", "H", "H", "H", "H", "H", "H", "H", "H", "H", "O", "H", "H"], "positions_angstrom": [[0.95, 0.47, -2.08], [1.49, -0.49, -1.16], [1.31, 0.09, 0.24], [-0.12, 0.34, 0.50], [-0.31, 0.75, 1.96], [-1.75, 0.60, 2.15], [0.97, 0.14, -3.06], [1.52, 1.31, -2.04], [2.60, -0.75, -1.52], [0.99, -1.62, -1.43], [1.55, -0.81, 0.99], [2.12, 0.84, 0.47], [-0.51, 1.16, -0.09], [0.25, 0.12, 2.77], [-0.07, 1.77, 2.13], [-1.94, -0.36, 1.89], [-1.51, -1.54, -1.28], [-0.81, -0.93, -1.80], [-1.42, -1.14, -0.41]]}

***

(2)
{"formula": "C3H12N2O2", "method": "the ωB97M-V functional and the def2-TZVPD basis", "e_homo_ha": -0.3400, "smiles": "NC[C@@H](N)CO.O", "lumo_energy_ha": 0.0243, "homo_lumo_gap_ev": 9.91, "energy_ha": -381.4147, "de_lowest_ev": 2.728, "species": ["N", "C", "C", "N", "C", "O", "H", "H", "H", "H", "H", "H", "H", "H", "H", "H", "O", "H", "H"], "positions_angstrom": [[2.10, -1.67, -0.17], [1.21, -0.88, -0.99], [0.41, 0.07, -0.05], [1.53, 0.94, 0.39], [-0.80, 0.69, -0.77], [-1.99, -0.13, -0.25], [1.77, -1.53, 0.82], [1.98, -2.75, -0.16], [0.57, -1.53, -1.68], [1.74, -0.18, -1.65], [0.14, -0.46, 0.81], [2.23, 0.75, -0.26], [1.64, 0.61, 1.31], [-0.84, 1.75, -0.39], [-0.55, 0.66, -1.85], [-2.53, -0.61, -0.89], [-2.97, 1.78, 1.83], [-2.61, 1.09, 1.19], [-3.01, 1.39, 2.75]]}

***

(3)
{"formula": "C3H12N2O2", "method": "the ωB97M-V functional and the def2-TZVPD basis", "e_homo_ha": -0.2576, "smiles": "C/C(N)=C/N.O.O", "lumo_energy_ha": 0.0199, "homo_lumo_gap_ev": 7.55, "energy_ha": -381.4072, "de_lowest_ev": 2.932, "species": ["C", "C", "N", "C", "N", "H", "H", "H", "H", "H", "H", "H", "H", "O", "H", "H", "O", "H", "H"], "positions_angstrom": [[0.57, -1.56, 1.31], [0.65, -1.39, -0.24], [0.82, -2.65, -0.74], [0.54, -0.31, -1.02], [1.22, -0.39, -2.28], [0.59, -0.56, 1.87], [-0.37, -2.03, 1.67], [1.44, -1.98, 1.79], [0.25, -3.23, -0.12], [0.70, -2.61, -1.77], [0.27, 0.62, -0.53], [1.84, -1.25, -2.10], [1.78, 0.45, -2.20], [2.35, 1.46, 0.61], [2.01, 2.38, 0.31], [3.36, 1.64, 0.71], [-5.49, 3.67, 1.68], [-5.14, 2.95, 1.18], [-6.40, 3.41, 1.74]]}

***

(4)
{"formula": "C3H12N2O2", "method": "the ωB97M-V functional and the def2-TZVPD basis", "e_homo_ha": -0.2641, "smiles": "C/C(N)=C/N.O.O", "lumo_energy_ha": 0.0256, "homo_lumo_gap_ev": 7.88, "energy_ha": -381.4525, "de_lowest_ev": 1.699, "species": ["C", "C", "N", "C", "N", "H", "H", "H", "H", "H", "H", "H", "H", "O", "H", "H", "O", "H", "H"], "positions_angstrom": [[0.30, 0.01, 1.75], [-0.11, -0.84, 0.59], [-1.46, -0.68, 0.21], [0.73, -1.59, -0.13], [0.50, -2.16, -1.43], [0.76, 0.94, 1.45], [-0.49, 0.18, 2.49], [0.95, -0.56, 2.42], [-2.11, -0.48, 0.95], [-1.80, -1.18, -0.59], [1.75, -1.69, 0.21], [1.20, -1.83, -2.06], [-0.45, -2.02, -1.72], [4.36, 1.65, -0.39], [3.59, 2.04, 0.03], [3.97, 0.86, -0.81], [-3.61, 2.22, -1.03], [-3.55, 3.14, -0.75], [-4.52, 1.99, -1.19]]}

***

(5)
{"formula": "C3H12N2O2", "method": "the ωB97M-V functional and the def2-TZVPD basis", "e_homo_ha": -0.2749, "smiles": "C/C(N)=C/N.O.O", "lumo_energy_ha": 0.0235, "homo_lumo_gap_ev": 8.12, "energy_ha": -381.4641, "de_lowest_ev": 1.381, "species": ["C", "C", "N", "C", "N", "H", "H", "H", "H", "H", "H", "H", "H", "O", "H", "H", "O", "H", "H"], "positions_angstrom": [[-0.70, 1.68, 1.48], [0.34, 0.67, 1.09], [0.11, -0.60, 1.64], [1.28, 1.01, 0.22], [2.37, 0.23, -0.21], [-1.68, 1.23, 1.63], [-0.43, 2.26, 2.37], [-0.87, 2.48, 0.76], [-0.38, -0.59, 2.50], [0.88, -1.25, 1.61], [1.31, 2.03, -0.17], [2.88, -0.31, 0.46], [2.60, 0.15, -1.18], [-2.50, 0.25, -1.74], [-2.06, 0.67, -2.49], [-2.25, -0.66, -1.96], [-0.32, -2.60, -1.73], [-0.26, -2.56, -0.77], [0.00, -1.72, -1.97]]}

***

(6)
{"formula": "C3H12N2O3", "method": "the ωB97M-V functional and the def2-TZVPD basis", "e_homo_ha": -0.3650, "smiles": "CCNC(N)=O.O.O", "lumo_energy_ha": 0.0206, "homo_lumo_gap_ev": 10.49, "energy_ha": -456.7569, "de_lowest_ev": 0.360, "species": ["C", "C", "N", "C", "N", "O", "H", "H", "H", "H", "H", "H", "H", "H", "O", "H", "H", "O", "H", "H"], "positions_angstrom": [[1.77, -0.73, 1.19], [0.99, 0.59, 1.10], [0.23, 0.64, -0.15], [-0.64, 1.64, -0.48], [-0.89, 2.61, 0.47], [-1.29, 1.61, -1.52], [1.27, -1.52, 1.74], [2.72, -0.57, 1.70], [1.98, -1.11, 0.18], [0.27, 0.54, 1.93], [1.67, 1.42, 1.16], [0.57, 0.08, -0.91], [-1.82, 2.97, 0.34], [-0.45, 2.48, 1.36], [-0.96, -2.50, 0.16], [-0.91, -3.11, -0.59], [-0.10, -2.06, 0.15], [-1.37, -1.26, -2.92], [-1.01, -1.20, -2.02], [-2.03, -0.54, -2.89]]}

***

(7)
{"formula": "C3H12N2O3", "method": "the ωB97M-V functional and the def2-TZVPD basis", "e_homo_ha": -0.2835, "lumo_energy_ha": -0.1680, "homo_lumo_gap_ev": 3.14, "energy_ha": -456.4588, "de_lowest_ev": 8.474, "species": ["C", "C", "C", "N", "O", "N", "H", "H", "H", "H", "H", "H", "H", "H", "H", "H", "O", "H", "H", "O"], "positions_angstrom": [[1.95, -1.63, 0.97], [1.34, -1.37, -0.40], [0.35, -0.30, -0.63], [0.53, 1.12, -0.26], [-1.07, -0.59, -0.05], [1.14, -2.70, 1.74], [1.88, -0.91, 1.77], [3.03, -1.94, 0.94], [0.11, -0.25, -1.76], [1.93, -1.55, -1.27], [-0.33, 1.64, -0.47], [0.90, 1.41, 0.62], [0.15, -2.43, 1.66], [1.14, -3.58, 1.22], [-1.69, 0.05, -0.44], [-1.49, 4.04, -1.60], [-1.28, 3.26, -1.08], [-2.23, 2.44, -0.48], [-3.64, 1.65, -0.35], [-2.73, 1.63, -0.14]]}

***

(8)
{"formula": "C3H12N2O4", "method": "the ωB97M-V functional and the def2-TZVPD basis", "e_homo_ha": -0.3465, "smiles": "NC(=O)[C@@H](N)CO.O.O", "lumo_energy_ha": 0.0236, "homo_lumo_gap_ev": 10.07, "energy_ha": -531.9349, "de_lowest_ev": 1.632, "species": ["N", "C", "O", "C", "N", "C", "O", "H", "H", "H", "H", "H", "H", "H", "H", "O", "H", "H", "O", "H", "H"], "positions_angstrom": [[1.49, -0.77, -0.27], [1.30, 0.57, -0.54], [2.08, 1.44, -0.18], [-0.02, 0.70, -1.42], [-0.52, -0.68, -1.64], [-0.86, 1.60, -0.53], [-1.26, 1.03, 0.81], [2.37, -1.09, -0.02], [1.09, -1.56, -0.67], [0.38, 1.30, -2.31], [-0.92, -1.09, -0.83], [-1.08, -0.88, -2.47], [-1.91, 1.70, -1.04], [-0.50, 2.62, -0.28], [-0.44, 0.62, 1.12], [0.67, 0.31, 2.40], [1.49, -0.01, 2.26], [0.58, 0.81, 3.20], [-1.18, -2.53, 0.81], [-2.11, -2.38, 0.97], [-0.65, -1.69, 0.65]]}